88
Properties=species:S:1:pos:R:3:forces:R:3:lowdin_charge:R:1 method="wB97M-V/def2-TZVPD" e_tot_ha=-4582.10350 total_charge=+2 lumo_energy_ev="-5.61 / -7.50" multiplicity=2 relative_energy_ev=4.0802 homo_lumo_gap_ev="6.66 / 4.78"
P 1.598977 1.172646 -5.590604 -0.7 -1.3 2.3 1.1663
C 3.172790 1.511508 -4.948430 0.8 -0.7 -0.1 -0.3450
C 4.020111 0.816671 -5.873520 0.3 1.0 0.3 -0.1093
H 3.597750 -0.000346 -6.460366 0.3 0.2 0.0 0.1042
C 5.297114 1.298900 -6.093810 0.3 0.3 0.6 -0.0385
H 5.918458 0.846675 -6.874446 -0.1 0.3 0.5 0.1253
C 5.752435 2.384351 -5.299230 -0.1 -0.4 -0.2 -0.0185
H 6.765291 2.761131 -5.485059 -0.5 -0.1 0.1 0.1241
C 4.966770 2.960410 -4.273378 0.1 -0.4 -0.2 -0.0358
H 5.386525 3.782548 -3.674863 -0.3 -0.6 -0.2 0.1278
C 3.662147 2.501733 -4.062991 0.0 0.0 -0.9 -0.0385
H 3.019474 2.900608 -3.276586 0.2 0.1 -0.4 0.1161
C 1.113210 -0.540852 -5.604078 -1.0 -0.6 0.4 -0.3435
C 1.783371 -1.648360 -5.005234 -0.4 0.4 -1.0 -0.0752
H 2.591755 -1.480997 -4.294265 -0.1 0.0 -0.3 0.1005
C 1.418483 -2.937890 -5.415704 -0.1 0.1 0.0 -0.0551
H 1.961579 -3.810233 -5.033902 -0.2 0.4 -0.1 0.1218
C 0.399039 -3.130536 -6.366122 -0.1 0.4 0.2 -0.0482
H 0.152403 -4.134198 -6.716776 0.2 0.3 0.1 0.1205
C -0.341569 -2.036396 -6.847172 -0.1 0.0 0.2 -0.0590
H -1.133499 -2.170310 -7.590986 0.2 -0.1 0.4 0.1236
C -0.041868 -0.746688 -6.417770 1.2 -0.4 0.0 -0.0964
H -0.584637 0.124976 -6.784421 0.1 -0.3 -0.1 0.1118
C 0.315347 2.370416 -5.467602 0.4 0.9 -1.1 -0.3143
C 0.667077 3.044334 -6.681191 -1.0 0.2 0.6 -0.1251
H 1.592449 2.728691 -7.185888 -0.5 0.5 -0.2 0.1042
C -0.181541 4.003990 -7.200113 -0.5 0.5 0.1 -0.0338
H 0.068698 4.465559 -8.165254 -0.3 -0.1 0.6 0.1292
C -1.335843 4.355596 -6.463216 0.3 -0.1 -0.3 -0.0235
H -1.994808 5.127403 -6.877344 0.2 -0.4 0.3 0.1244
C -1.646888 3.754392 -5.225663 0.3 -0.1 -0.2 -0.0374
H -2.541474 4.074114 -4.672314 0.5 -0.2 -0.3 0.1244
C -0.827590 2.740136 -4.712492 0.7 -0.1 -0.6 -0.0626
H -1.029822 2.258913 -3.756401 0.0 0.2 -0.3 0.0723
V -0.143554 -0.162309 0.295658 -0.1 -1.0 2.5 0.1592
C -1.720250 -1.200735 -0.539269 -1.2 -0.8 0.0 -0.1687
C -1.948388 -1.520600 -1.840721 -0.2 0.4 0.4 -0.3296
H -2.444298 -1.554718 0.231810 0.3 -0.2 -0.8 0.0412
C -1.132593 -0.823195 -2.981800 -1.2 -1.1 0.3 -0.3516
O -2.083533 -0.043368 -3.776874 1.2 -0.3 0.2 -0.0448
H -1.589940 0.381550 -4.509204 -0.3 -0.4 0.5 0.0623
C -0.168800 -0.062541 -2.255414 0.1 0.7 2.6 -0.0139
H -0.599118 -1.551587 -3.612642 -0.4 0.0 -0.1 0.1208
C 0.278042 0.650789 -1.273891 2.7 2.7 -7.7 -0.4729
Cl 1.841536 1.192900 0.931163 -0.6 -0.6 0.0 0.1328
P -1.400108 2.009667 0.298538 0.1 -0.4 1.1 0.7935
P 1.633792 -1.852211 0.019689 -0.2 0.0 0.9 0.7392
C -0.889828 3.004517 1.717062 0.0 0.2 0.1 -0.2463
H 0.182033 3.217155 1.638985 -0.2 0.0 0.0 0.0219
H -1.060865 2.456394 2.650460 0.1 0.1 -0.2 0.0479
H -1.462538 3.938226 1.703652 0.1 -0.1 0.2 0.0588
C -1.496677 3.202564 -1.058554 0.1 0.1 -0.4 -0.2235
H -2.205003 2.861623 -1.824825 0.1 0.0 0.2 0.0483
H -0.506414 3.317812 -1.516461 -0.2 0.1 0.1 0.0467
H -1.829056 4.173249 -0.662392 0.1 -0.3 -0.2 0.0671
C -3.106072 1.525753 0.626934 -0.4 0.3 0.0 -0.2466
H -3.136684 0.864238 1.501289 0.0 0.2 -0.2 0.0391
H -3.502560 0.993743 -0.245955 0.0 0.1 0.2 0.0372
H -3.685692 2.438149 0.810251 -0.2 -0.3 0.0 0.0642
C 2.452143 -1.996649 1.625314 0.3 -0.2 0.1 -0.2691
H 1.737178 -2.329841 2.384380 0.1 0.0 -0.2 0.0377
H 2.831659 -1.016728 1.932120 -0.1 -0.2 -0.1 0.0121
H 3.281946 -2.704263 1.531182 -0.1 0.0 0.2 0.0580
C 0.833086 -3.446381 -0.255467 0.2 -0.4 -0.2 -0.2489
H 0.400821 -3.460039 -1.263844 0.1 -0.1 0.2 0.0307
H 0.025594 -3.573666 0.474961 0.2 0.0 -0.1 0.0504
H 1.578080 -4.242960 -0.148886 -0.3 -0.1 -0.1 0.0623
C 2.993420 -1.783248 -1.172880 0.1 0.1 -0.3 -0.2219
H 3.368662 -0.755914 -1.247089 0.0 -0.2 0.1 0.0502
H 2.649922 -2.115322 -2.159542 0.0 0.1 0.2 0.0211
H 3.805980 -2.441835 -0.832093 -0.3 0.2 -0.1 0.0660
P -3.312136 -2.587344 -2.359028 1.4 1.2 0.8 0.8684
C -3.842652 -3.526199 -0.926021 -0.3 -0.3 -0.3 -0.1623
C -2.671658 -3.669828 -3.634327 -0.3 -0.2 0.0 -0.1564
H -4.170602 -2.862091 -0.106535 0.1 -0.3 -0.5 0.0756
H -3.037304 -4.199611 -0.581885 -0.4 0.3 -0.2 0.0830
H -4.692487 -4.112728 -1.309567 0.1 0.0 0.5 0.0747
H -2.337530 -3.088957 -4.512089 -0.2 -0.3 0.4 0.0615
H -3.525856 -4.312846 -3.886304 0.4 -0.1 -0.3 0.0740
H -1.837366 -4.273256 -3.236371 -0.4 0.2 -0.2 0.0787
C -4.639417 -1.567477 -2.995312 -0.2 -0.4 -0.1 -0.1548
H -5.062155 -0.948432 -2.185866 0.1 -0.3 -0.3 0.0815
H -5.377159 -2.294577 -3.364449 -0.2 0.5 -0.1 0.0727
H -4.250457 -0.922663 -3.801554 -0.2 -0.4 0.4 0.0607
H 1.030887 1.351960 -1.676645 -0.1 0.6 1.5 0.0689
S -0.822471 -0.854748 2.608553 0.5 0.5 -0.7 0.5556
C 0.209021 0.096458 3.571589 2.1 2.2 0.9 -0.8218
N 0.995804 0.833024 4.067256 -2.5 -2.3 -1.1 0.0720